No. 1
The following is a quantum chemistry calculation of the molecule C5H5N, from the Open Molecules 2025 dataset.

Computed properties:
- SMILES: [H]/N=C\C=C\C#C
- 2S+1: 1
- Relative energy (zero: lowest compared OMol25 entry of this formula, charge and spin): 543.31 kJ/mol
- Largest force on an atom: 0.169 hartree/bohr

Last column: natural (NBO) charge in e.
CARTESIAN COORDINATES (ANGSTROEM)
H -2.3708 1.1254 -0.3771  0.336
N -2.7104 0.1720 -0.2376  -0.604
C -1.7936 -0.6575 0.0281  0.128
C -0.1223 -0.5015 -0.3475  -0.213
C 0.1580 0.4896 0.4159  -0.179
C 1.8524 0.7354 0.1854  -0.074
C 2.9810 0.3313 -0.0126  -0.292
H -2.0556 -1.7024 0.2408  0.165
H 0.3380 -1.3756 -0.7725  0.253
H -0.2825 1.3474 0.8917  0.245
H 4.0058 0.0359 -0.0146  0.236

Forces on atoms 1 to 2 (eV/Å):
H 0.21 -0.15 -0.63
N 0.42 -0.19 1.54


No. 2
The following is a quantum chemistry calculation of a cluster of 3 separate species, C5H5N in total, from the Open Molecules 2025 dataset.

Computed properties:
- 2S+1: 1
- Relative energy (zero: lowest compared OMol25 entry of this formula, charge and spin): 560.48 kJ/mol
- Largest force on an atom: 0.021 hartree/bohr

Last column: natural (NBO) charge in e.
CARTESIAN COORDINATES (ANGSTROEM)
C -1.8062 0.0002 -0.5560  -0.440
C -0.8526 -0.9817 -0.6979  -0.003
C 0.2965 -1.1277 -0.2577  0.022
C 1.1438 -0.4080 0.5566  -0.402
C 2.2821 0.2830 -0.0079  0.255
N 3.1954 0.8456 -0.4428  -0.290
H -2.0000 0.6880 -1.3788  0.237
H -0.8758 0.8434 0.3807  0.044
H -2.6571 -0.1837 0.0987  0.234
H -0.0121 0.7569 0.7125  0.079
H 1.2860 -0.7161 1.5927  0.265

Forces on atoms 1 to 2 (eV/Å):
C -0.08 -0.16 -0.12
C 0.45 0.14 0.31


| no. | LUMO energy (hartree) |
| --- | --- |
| 1 | 0.026 |
| 2 | -0.004 |